1.
{
  "formula": "C20H37As2F6MnN7O5",
  "method": "ωB97M-V/def2-TZVPD",
  "spin_multiplicity": 5,
  "lumo_energy_ev": [-4.72, -3.49],
  "energy_ev": -211306.8302,
  "total_charge": 1,
  "gap_ev": [6.0, 7.3],
  "species": ["Mn", "C", "N", "C", "C", "N", "C", "C", "C", "C", "C", "C", "N", "C", "N", "C", "C", "N", "C", "C", "N", "C", "C", "H", "H", "H", "H", "H", "H", "H", "H", "H", "H", "H", "H", "H", "H", "H", "H", "H", "H", "H", "H", "H", "H", "H", "H", "H", "H", "H", "H", "F", "As", "F", "F", "F", "F", "F", "O", "C", "O", "N", "O", "O", "C", "As", "C", "C", "O", "H", "H", "H", "H", "H", "H", "H", "H", "H"],
  "xyz": [[-0.19543, 0.10515, -0.47721], [-0.82840, 4.17596, 1.72845], [-0.07104, 2.95561, 1.98648], [1.21149, 2.89736, 1.30972], [-0.67816, 1.81981, 2.38922], [-0.30976, 0.66347, 1.84709], [-0.39999, -0.53393, 2.57358], [-0.19553, -0.65293, 3.94714], [-0.16560, -1.89804, 4.55209], [-0.29288, -3.05060, 3.78816], [-0.45283, -2.95232, 2.41520], [-0.53882, -1.70119, 1.81235], [-0.62805, -1.56558, 0.38681], [-1.15534, -2.58742, -0.32350], [-2.30984, -3.15605, 0.04869], [-3.28055, -2.43720, 0.86407], [-2.58466, -4.57335, -0.14093], [-0.49461, -3.07184, -1.38246], [0.92555, -2.79843, -1.55629], [-1.18400, -3.53654, -2.57612], [-1.65383, 1.94401, 3.32482], [-1.60935, 2.97859, 4.34814], [-2.71657, 0.97036, 3.51343], [-0.78585, 4.39302, 0.65941], [-0.41287, 5.01629, 2.28538], [-1.87057, 4.04131, 2.00024], [1.68948, 3.87250, 1.39771], [1.10873, 2.68151, 0.24228], [1.85826, 2.16568, 1.78821], [-0.04360, 0.24198, 4.53745], [-0.01145, -1.96939, 5.61982], [-0.23860, -4.02527, 4.25234], [-0.50262, -3.85046, 1.81317], [-3.15545, -1.36740, 0.72565], [-3.16898, -2.69501, 1.91994], [-4.27714, -2.72494, 0.53020], [-1.70192, -5.08176, -0.51863], [-3.41620, -4.72976, -0.82969], [-2.85261, -5.00314, 0.82616], [1.42225, -2.76027, -0.59024], [1.10330, -1.87113, -2.11332], [1.36417, -3.61348, -2.13171], [-2.25901, -3.46466, -2.44292], [-0.91283, -4.56669, -2.80934], [-0.89128, -2.89793, -3.41220], [-0.65913, 3.50389, 4.31366], [-1.71398, 2.50431, 5.32649], [-2.42179, 3.69800, 4.22833], [-2.83283, 0.36726, 2.62174], [-3.64594, 1.51503, 3.68605], [-2.52087, 0.32695, 4.37491], [0.86406, 1.16276, -1.82762], [2.54635, 1.45467, -2.67422], [1.59318, 1.92291, -4.03466], [2.43950, 3.04496, -2.04199], [4.03794, 1.67814, -3.44192], [3.23686, 0.90658, -1.19098], [2.38729, -0.19888, -3.17966], [2.49456, -0.46549, 1.13049], [1.59814, -0.15273, 0.54309], [-3.20269, 2.76910, -0.70179], [-2.49402, 1.83873, -0.35738], [-2.92978, 0.78269, 0.10684], [-1.21097, 1.96109, -0.50416], [-3.54095, 0.09006, -3.63886], [-1.69616, 0.47777, -3.36600], [-1.50591, 2.37645, -3.40196], [-0.68041, -0.29880, -4.78387], [-1.32651, -0.35597, -1.91335], [-3.84439, 0.47232, -4.61309], [-4.11822, 0.57632, -2.85386], [-3.69105, -0.98731, -3.60220], [-1.55404, 2.64982, -4.45697], [-0.55674, 2.67857, -2.98102], [-2.32767, 2.82090, -2.84566], [-0.73882, 0.35290, -5.65399], [-1.09729, -1.27405, -5.03052], [0.35841, -0.39003, -4.47609]]
}


2.
{
  "formula": "C43H41N7O4PbS2",
  "method": "ωB97M-V/def2-TZVPD",
  "lumo_energy_ev": 4.02,
  "relative_energy_kcal_mol": 10.08,
  "energy_ev": -90797.5099,
  "total_charge": -2,
  "gap_ev": 5.8,
  "species": ["Pb", "S", "C", "C", "C", "C", "N", "C", "C", "C", "S", "C", "N", "H", "H", "C", "C", "C", "O", "C", "C", "O", "C", "O", "C", "C", "C", "C", "C", "C", "C", "C", "C", "C", "C", "C", "C", "O", "C", "C", "C", "C", "C", "C", "C", "C", "C", "C", "C", "C", "H", "H", "H", "H", "H", "H", "H", "H", "H", "H", "H", "H", "H", "H", "H", "H", "H", "H", "H", "H", "H", "H", "H", "H", "H", "H", "H", "H", "C", "N", "C", "C", "N", "N", "C", "N", "N", "H", "H", "H", "H", "H", "H", "H", "H", "H", "H", "H"],
  "xyz": [[-0.27975, -0.63980, 2.27674], [2.04340, -1.72909, 3.79763], [0.72533, -2.18078, 4.84341], [0.52103, -3.54121, 5.13623], [-0.48795, -3.99510, 5.97015], [-0.62593, -5.40478, 6.23189], [-0.72407, -6.53215, 6.44438], [-1.36672, -3.06387, 6.54375], [-1.21190, -1.71971, 6.24527], [-0.19917, -1.23153, 5.40125], [-0.12372, 0.47248, 5.04967], [-2.42828, -3.47976, 7.42519], [-3.27991, -3.79103, 8.13521], [1.19717, -4.26041, 4.69215], [-1.89346, -1.00282, 6.68338], [4.38653, -0.14982, -2.49668], [2.95798, 0.05339, -2.99168], [2.93213, 0.36555, -4.47172], [2.36145, 1.10094, -2.20985], [1.29657, 0.56510, -1.40340], [1.64917, -0.93533, -1.45060], [2.17083, -1.09048, -2.77516], [0.72908, -2.04980, -0.92083], [0.32347, -1.58843, 0.28662], [-0.44525, -2.51596, -1.80815], [-0.39270, -2.61446, -3.19560], [-1.45664, -3.15089, -3.91374], [-2.59159, -3.60593, -3.25977], [-2.65025, -3.51615, -1.87221], [-1.58814, -2.97985, -1.16013], [1.60595, -3.33784, -0.76535], [2.25815, -3.95560, -1.83561], [3.00531, -5.10953, -1.64234], [3.11523, -5.67107, -0.37507], [2.47429, -5.06026, 0.69289], [1.72416, -3.90597, 0.49668], [-0.07038, 1.18117, -1.83996], [-1.14442, 0.36469, -1.45224], [-0.21857, 2.57542, -1.19492], [-1.49448, 3.13169, -1.14884], [-1.70968, 4.37855, -0.58765], [-0.64091, 5.10967, -0.07988], [0.63815, 4.58280, -0.16002], [0.84912, 3.32388, -0.71407], [-0.18677, 1.39556, -3.35982], [-1.04108, 0.59377, -4.10653], [-1.20717, 0.80655, -5.47165], [-0.53701, 1.84105, -6.10767], [0.30325, 2.66173, -5.36361], [0.47447, 2.44016, -4.00600], [4.94532, 0.78189, -2.60561], [4.87132, -0.93607, -3.07874], [4.39050, -0.43614, -1.44581], [3.43497, 1.31584, -4.66267], [1.90431, 0.42476, -4.82835], [3.45147, -0.43100, -5.00846], [1.44833, 0.89045, -0.37458], [2.48825, -1.00565, -0.75029], [0.47679, -2.25461, -3.72909], [-1.39765, -3.20464, -4.99615], [-3.41804, -4.02798, -3.81990], [-3.52788, -3.86733, -1.34122], [-1.62855, -2.89736, -0.08095], [2.18551, -3.53271, -2.82896], [3.50513, -5.57348, -2.48597], [3.69658, -6.57372, -0.22370], [2.56385, -5.47131, 1.69202], [1.24982, -3.41198, 1.33401], [-2.32005, 2.55896, -1.55577], [-2.71480, 4.78168, -0.53734], [-0.80489, 6.07899, 0.37574], [1.48196, 5.14752, 0.21846], [1.85817, 2.93377, -0.76778], [-1.57377, -0.19859, -3.60665], [-1.87403, 0.16220, -6.03439], [-0.67319, 2.01441, -7.16905], [0.82764, 3.48077, -5.84280], [1.13706, 3.08272, -3.43956], [-2.20617, 5.41538, 3.61505], [-1.80026, 4.06376, 3.96254], [-1.04517, 4.01010, 5.19882], [-1.22024, 3.34182, 2.87090], [0.00804, 3.06958, 2.72968], [-2.19182, 2.99119, 1.93493], [-2.15469, 1.80290, 1.12782], [-3.44264, 1.67581, 0.51640], [-1.21920, 0.99809, 1.00876], [-2.94226, 5.78222, 4.33405], [-2.65155, 5.43493, 2.62181], [-1.35287, 6.11293, 3.61570], [-1.69730, 4.31330, 6.02027], [-0.17174, 4.68365, 5.19399], [-0.71270, 2.98996, 5.38632], [0.54740, 3.38377, 3.53004], [-3.12270, 3.19134, 2.26551], [-3.76308, 2.53459, 0.08265], [-3.39559, 0.93217, -0.16743], [-1.19594, 0.30635, -0.46601]]
}